# 1
DFT (the ωB97M-V functional and the def2-TZVPD basis) results for a 7-piece molecular cluster, C8H32N2O7 overall at a distorted geometry.

```
! wB97M-V def2-TZVPD RIJCOSX def2/J DEFGRID3
* xyz 0 1
O -4.944 5.443 0.577
O -6.496 3.879 1.727
O -5.791 5.263 3.860
O -5.004 7.373 5.383
O -3.772 2.646 -0.980
O -7.940 4.538 -0.374
O -7.129 5.909 -5.468
N -4.312 7.527 2.605
N -6.271 6.150 -1.894
C -5.450 7.738 6.738
C -6.016 5.931 -3.286
C -3.328 7.163 3.613
C -7.299 5.636 -4.045
C -8.163 5.355 -6.331
C -2.081 7.876 3.103
C -3.634 7.703 5.050
C -4.992 4.815 -3.443
H -4.419 8.529 2.681
H -7.958 6.426 -3.685
H -4.044 5.072 -2.971
H -7.786 4.698 -3.780
H -3.083 6.101 3.618
H -6.902 6.939 -1.875
H -5.755 4.241 1.240
H -8.233 4.271 -6.419
H -5.207 7.169 2.907
H -6.467 4.326 2.573
H -4.911 7.218 7.529
H -6.863 5.389 -1.594
H -6.639 5.295 4.303
H -1.858 7.808 2.038
H -6.517 7.514 6.759
H -1.256 7.220 3.383
H -8.798 4.184 -0.142
H -4.001 3.549 -0.761
H -2.866 7.353 5.740
H -5.262 3.818 -3.094
H -5.126 6.012 -0.171
H -4.851 4.665 -4.513
H -7.395 4.372 0.395
H -4.597 6.032 1.247
H -1.967 8.869 3.538
H -7.917 5.736 -7.322
H -5.396 6.117 4.037
H -5.658 6.836 -3.776
H -3.685 8.791 5.081
H -5.399 8.812 6.918
H -2.963 2.719 -1.486
H -9.168 5.672 -6.055
*
```

Summary:
- SMILES: COC[C@H](C)N.COC[C@H](C)N.O.O.O.O.O
- Calculated total energy: -26126.067 eV
- Max |F|: 0.0447 Eh/bohr
- Kohn-Sham gap: 9.685 eV
- Lowest unoccupied orbital energy: 0.4 eV
- Energy relative to the best compared isomer or geometry (same formula, charge and spin): 141.5 kJ/mol

Löwdin analysis output, partial charges in e: number 1, O, carries -0.047; number 2, O, carries -0.075; number 3, O, carries -0.030; number 4, O, carries -0.253; number 5, O, carries -0.052; number 6, O, carries -0.064; number 7, O, carries -0.190; number 8, N, carries 0.037; number 9, N, carries 0.040; number 10, C, carries -0.048; number 11, C, carries -0.450; number 12, C, carries -0.410; number 13, C, carries -0.188; number 14, C, carries -0.098; number 15, C, carries -0.074; number 16, C, carries -0.153; number 17, C, carries -0.058; number 18, H, carries 0.099; number 19, H, carries 0.115; number 20, H, carries 0.072; number 21, H, carries 0.132; number 22, H, carries 0.146; number 23, H, carries 0.084; number 24, H, carries -0.027; number 25, H, carries 0.078; number 26, H, carries 0.052; number 27, H, carries -0.010; number 28, H, carries 0.088; number 29, H, carries 0.031; number 30, H, carries 0.072; number 31, H, carries 0.086; number 32, H, carries 0.086; number 33, H, carries 0.076; number 34, H, carries 0.046; number 35, H, carries -0.003; number 36, H, carries 0.131; number 37, H, carries 0.077; number 38, H, carries 0.023; number 39, H, carries 0.075; number 40, H, carries -0.030; number 41, H, carries 0.013; number 42, H, carries 0.081; number 43, H, carries 0.081; number 44, H, carries -0.012; number 45, H, carries 0.142; number 46, H, carries 0.121; number 47, H, carries 0.081; number 48, H, carries 0.029; number 49, H, carries 0.077

---

# 2
DFT (the ωB97M-V functional and the def2-TZVPD basis) results for C43H31BiBrN4O5S2 as an isolated structure at a distorted geometry.

```
! wB97M-V def2-TZVPD RIJCOSX def2/J DEFGRID3
* xyz -1 1
Bi 0.265 0.652 0.898
Br -3.309 4.714 6.431
S -4.342 -4.475 -0.720
S -5.004 -1.723 0.273
O 0.028 -2.166 -0.441
O -1.087 0.411 2.926
O 0.960 2.778 -0.283
O 1.450 0.756 -1.096
O 2.427 -2.963 -1.133
N -2.543 -2.617 -0.459
N 2.420 -0.654 2.247
N -1.777 -3.583 -0.849
N 1.396 1.791 2.811
C -0.425 -3.289 -0.776
C 5.547 1.292 2.738
C 3.794 3.341 -4.514
C 2.594 -4.981 -2.358
C -1.524 1.596 -0.225
C 2.746 1.651 2.825
C -6.070 -4.283 -0.122
C -3.034 0.474 -4.016
C 1.518 2.049 -1.138
C 4.290 -1.986 1.422
C 4.724 0.256 2.228
C 3.288 0.393 2.394
C 0.725 -6.537 -2.350
C -2.591 1.152 4.569
C 3.587 2.671 3.273
C -2.034 1.129 -1.441
C 3.878 1.995 -4.090
C -1.526 0.010 -2.156
C -1.360 1.281 3.832
C -2.110 2.637 0.384
C -3.179 1.727 -2.001
C -0.607 2.553 3.988
C 0.427 -4.334 -1.361
C 2.348 2.598 -2.251
C -0.069 -5.652 -1.670
C -3.361 3.163 -0.082
C 2.946 -1.804 1.819
C 3.094 1.618 -3.000
C 2.046 -6.203 -2.721
C 2.393 3.923 -2.610
C 5.008 2.490 3.182
C -2.039 -0.272 -3.409
C -2.523 3.435 5.356
C -3.163 2.202 5.228
C 5.181 -0.959 1.657
C -6.467 -2.768 0.121
C -1.274 3.641 4.692
C -3.843 -2.889 -0.315
C 3.155 4.277 -3.735
C -3.674 1.461 -3.267
C 1.815 -4.078 -1.565
C -3.883 2.772 -1.281
C 0.681 2.748 3.368
H 3.626 -4.610 -2.555
H 3.290 5.320 -3.953
H -1.048 -5.881 -1.385
H -0.868 4.654 4.771
H 2.591 -6.908 -3.348
H -4.519 2.067 -3.624
H 2.265 -2.673 1.763
H -7.137 -2.485 -0.673
H -0.762 -0.611 -1.718
H 4.286 3.635 -5.460
H 1.757 4.703 -2.192
H 3.212 3.661 3.633
H -3.255 0.266 -5.032
H 6.616 1.242 2.585
H 4.605 -2.978 1.094
H -3.083 0.196 4.567
H 2.901 0.583 -2.679
H 1.113 3.739 3.406
H 0.302 -7.576 -2.520
H -1.641 -1.137 -3.943
H -6.169 -4.922 0.770
H -6.571 -4.722 -1.018
H -4.799 3.208 -1.694
H 4.469 1.348 -4.686
H -7.026 -2.720 1.135
H 5.630 3.320 3.488
H 1.741 -2.391 -0.652
H 6.220 -0.996 1.303
H -1.700 3.130 1.245
H -4.155 2.146 5.621
H -3.805 3.970 0.522
*
```

Summary:
- Calculated total energy: -158844.228 eV
- Max |F|: 0.1101 Eh/bohr
- Kohn-Sham gap: 4.654 eV
- Lowest unoccupied orbital energy: 1.0 eV
- Energy relative to the best compared isomer or geometry (same formula, charge and spin): 150.4 kJ/mol

Löwdin analysis output, partial charges in e: number 1, Bi, carries 2.067; number 2, Br, carries 0.737; number 3, S, carries 0.863; number 4, S, carries 0.863; number 5, O, carries -0.125; number 6, O, carries -0.200; number 7, O, carries -0.069; number 8, O, carries -0.219; number 9, O, carries 0.013; number 10, N, carries -0.122; number 11, N, carries 0.038; number 12, N, carries -0.050; number 13, N, carries -0.074; number 14, C, carries -0.430; number 15, C, carries -0.056; number 16, C, carries -0.101; number 17, C, carries -0.028; number 18, C, carries -0.270; number 19, C, carries -0.250; number 20, C, carries -0.510; number 21, C, carries -0.087; number 22, C, carries -0.610; number 23, C, carries -0.047; number 24, C, carries -0.151; number 25, C, carries -0.171; number 26, C, carries -0.128; number 27, C, carries -0.003; number 28, C, carries -0.006; number 29, C, carries -0.193; number 30, C, carries -0.067; number 31, C, carries -0.021; number 32, C, carries -0.341; number 33, C, carries -0.146; number 34, C, carries -0.186; number 35, C, carries -0.120; number 36, C, carries -0.065; number 37, C, carries -0.125; number 38, C, carries -0.034; number 39, C, carries -0.083; number 40, C, carries -0.127; number 41, C, carries 0.008; number 42, C, carries -0.115; number 43, C, carries -0.022; number 44, C, carries -0.078; number 45, C, carries -0.083; number 46, C, carries -0.759; number 47, C, carries -0.153; number 48, C, carries -0.018; number 49, C, carries -0.536; number 50, C, carries -0.057; number 51, C, carries -0.967; number 52, C, carries -0.103; number 53, C, carries -0.051; number 54, C, carries -0.266; number 55, C, carries -0.039; number 56, C, carries -0.078; number 57, H, carries 0.116; number 58, H, carries 0.091; number 59, H, carries 0.078; number 60, H, carries 0.098; number 61, H, carries 0.089; number 62, H, carries 0.108; number 63, H, carries 0.124; number 64, H, carries 0.047; number 65, H, carries 0.066; number 66, H, carries 0.105; number 67, H, carries 0.121; number 68, H, carries 0.112; number 69, H, carries 0.082; number 70, H, carries 0.100; number 71, H, carries 0.111; number 72, H, carries 0.112; number 73, H, carries 0.119; number 74, H, carries 0.113; number 75, H, carries 0.110; number 76, H, carries 0.108; number 77, H, carries 0.057; number 78, H, carries 0.053; number 79, H, carries 0.104; number 80, H, carries 0.084; number 81, H, carries 0.087; number 82, H, carries 0.093; number 83, H, carries 0.081; number 84, H, carries 0.118; number 85, H, carries 0.081; number 86, H, carries 0.087; number 87, H, carries 0.099

---

# 3
DFT (the ωB97M-V functional and the def2-TZVPD basis) results for a 12-piece molecular cluster, C17H42Br2N5O11 overall at a distorted geometry.

```
! wB97M-V def2-TZVPD RIJCOSX def2/J DEFGRID3
* xyz 1 1
Br 1.103 -0.057 2.916
Br -0.451 -0.073 -2.496
O -2.693 0.877 9.527
O -2.426 3.470 0.158
O 2.298 3.018 0.656
O 3.395 -5.422 -4.074
O -4.396 2.587 0.966
O -3.794 2.129 -1.023
O 4.962 5.245 4.755
O 5.082 -6.896 -3.481
O -1.804 0.781 1.540
O -1.862 -4.071 -2.457
O -0.460 -2.789 -6.115
N 5.815 5.725 2.717
N -3.531 -0.710 1.667
N -0.193 -2.641 -3.809
N 0.260 1.947 0.635
N -3.182 -5.407 -1.327
C -3.395 -1.277 0.313
C 6.675 6.415 1.791
C -1.038 -2.601 -5.079
C -2.146 -4.578 -1.371
C -4.261 -5.237 -2.231
C 5.837 5.785 4.106
C 2.242 0.826 -0.329
C -1.263 -4.382 -0.192
C 4.280 -6.123 -3.837
C -0.106 3.036 1.687
C -3.481 2.844 0.033
C 1.721 2.016 0.289
C 0.980 -3.624 -3.777
C -2.540 -2.240 -4.949
C 7.075 6.321 4.698
C -2.648 0.150 2.161
C -2.847 0.455 3.598
H 5.320 2.539 0.949
H -0.736 -2.834 -2.970
H 7.764 6.228 1.893
H -1.100 -3.328 -0.050
H 0.734 -4.666 -3.990
H -2.342 -1.556 0.139
H 7.522 7.142 4.090
H -3.889 0.516 3.840
H -4.989 -1.333 -8.638
H -3.789 -0.673 -0.470
H -4.207 -1.066 2.298
H -2.363 1.425 3.848
H 3.257 1.019 -0.624
H -2.090 0.096 9.944
H 7.049 6.758 5.700
H -3.068 2.132 -1.683
H -0.289 2.087 -0.222
H -4.024 -2.163 0.292
H 0.096 -1.673 -3.660
H -4.060 3.145 1.701
H -0.346 -4.942 -0.358
H -2.279 -0.268 4.157
H 0.007 4.001 1.175
H -5.124 -5.664 -1.732
H -4.074 -5.891 -3.098
H -3.121 -2.336 -5.861
H 7.619 5.369 4.618
H 1.698 0.739 -1.293
H 6.471 7.481 1.807
H 2.142 -0.097 0.216
H -3.026 -2.826 -4.187
H -3.356 -5.587 -0.394
H 1.699 -3.397 -4.549
H -4.405 -4.164 -2.529
H -1.754 -4.735 0.735
H 0.712 2.820 2.452
H 0.057 0.942 1.065
H 6.462 6.030 0.813
H -1.040 2.799 2.093
H 1.326 -3.587 -2.743
H -2.674 -1.284 -4.678
H 4.998 5.304 2.237
*
```

Summary:
- Calculated total energy: -188346.665 eV
- Max |F|: 0.0766 Eh/bohr
- Kohn-Sham gap: 0.795 eV
- Lowest unoccupied orbital energy: -8.6 eV

Löwdin analysis output, partial charges in e: number 1, Br, carries 0.071; number 2, Br, carries -0.029; number 3, O, carries -0.127; number 4, O, carries 0.069; number 5, O, carries 0.080; number 6, O, carries 0.200; number 7, O, carries 0.149; number 8, O, carries 0.140; number 9, O, carries 0.066; number 10, O, carries 0.214; number 11, O, carries -0.040; number 12, O, carries 0.002; number 13, O, carries 0.142; number 14, N, carries 0.012; number 15, N, carries 0.053; number 16, N, carries -0.033; number 17, N, carries 0.009; number 18, N, carries 0.024; number 19, C, carries -0.032; number 20, C, carries -0.108; number 21, C, carries -0.332; number 22, C, carries -0.524; number 23, C, carries -0.063; number 24, C, carries -0.553; number 25, C, carries -0.055; number 26, C, carries 0.029; number 27, C, carries -0.387; number 28, C, carries -0.015; number 29, C, carries -0.650; number 30, C, carries -0.468; number 31, C, carries -0.001; number 32, C, carries 0.033; number 33, C, carries -0.001; number 34, C, carries -0.567; number 35, C, carries 0.010; number 36, H, carries 0.302; number 37, H, carries 0.046; number 38, H, carries 0.098; number 39, H, carries 0.068; number 40, H, carries 0.094; number 41, H, carries 0.068; number 42, H, carries 0.086; number 43, H, carries 0.082; number 44, H, carries 0.161; number 45, H, carries 0.067; number 46, H, carries 0.131; number 47, H, carries 0.103; number 48, H, carries 0.080; number 49, H, carries 0.064; number 50, H, carries 0.097; number 51, H, carries 0.135; number 52, H, carries 0.121; number 53, H, carries 0.081; number 54, H, carries -0.110; number 55, H, carries 0.152; number 56, H, carries 0.100; number 57, H, carries 0.085; number 58, H, carries 0.104; number 59, H, carries 0.091; number 60, H, carries 0.101; number 61, H, carries 0.084; number 62, H, carries 0.112; number 63, H, carries -0.008; number 64, H, carries 0.091; number 65, H, carries 0.054; number 66, H, carries 0.058; number 67, H, carries 0.106; number 68, H, carries 0.082; number 69, H, carries 0.104; number 70, H, carries 0.098; number 71, H, carries 0.085; number 72, H, carries 0.041; number 73, H, carries 0.072; number 74, H, carries 0.035; number 75, H, carries 0.099; number 76, H, carries 0.025; number 77, H, carries 0.136